1.
C5H10N2O2S | ωB97M-V/def2-TZVPD

XYZ file:
```
20
C5H10N2O2S, DFT ωB97M-V/def2-TZVPD
C -0.755 -2.118 0.473
C -0.375 -0.685 0.825
C -1.578 0.250 0.834
S -0.813 1.899 0.914
N 0.485 1.475 -0.145
C 0.420 2.035 -1.474
C 0.606 -0.091 -0.171
N 2.032 -0.324 0.176
O 2.799 -0.347 -0.756
O 2.324 -0.443 1.337
H 0.130 -2.741 0.392
H -1.297 -2.149 -0.472
H -1.395 -2.527 1.247
H 0.097 -0.649 1.813
H -2.179 0.160 -0.075
H -2.211 0.113 1.706
H 0.353 3.116 -1.374
H 1.340 1.786 -2.002
H -0.439 1.675 -2.051
H 0.456 -0.435 -1.198
```

Computed properties:
Frontier orbital gap, Eh: 0.326
2S+1: 1
HOMO, eV: -8.51
Calculated total energy, eV: -23254.298
SMILES string: C[C@@H]1CSN(C)[C@H]1[N+](=O)[O-]
Energy relative to the best compared isomer or geometry (same formula, charge and spin), eV: 2.372
Charge: 0

=====

2.
C5H10N2O3 | ωB97M-V/def2-TZVPD

XYZ file:
```
20
C5H10N2O3, DFT ωB97M-V/def2-TZVPD
C 2.063 1.188 -0.965
C 1.214 0.499 0.125
N -0.168 0.156 -0.326
C -0.683 -1.153 -0.127
O -0.041 -2.157 0.144
C -2.174 -1.089 -0.422
N -2.826 -2.435 -0.364
C 1.012 1.418 1.297
O -0.029 1.835 1.655
O 2.208 1.850 1.872
H 1.425 2.028 -1.425
H 2.300 0.446 -1.740
H 2.951 1.562 -0.546
H 1.626 -0.413 0.447
H -0.825 0.921 -0.155
H -2.750 -0.343 0.220
H -2.235 -0.594 -1.389
H -2.835 -2.872 -1.279
H -2.261 -3.084 0.210
H 2.028 2.236 2.766
```

Computed properties:
Frontier orbital gap, Eh: 0.372
2S+1: 1
HOMO, eV: -9.54
Calculated total energy, eV: -14470.300
SMILES string: C[C@H](NC(=O)CN)C(=O)O
Energy relative to the best compared isomer or geometry (same formula, charge and spin), eV: 0.852
Charge: 0

=====

3.
C5H10N2O3S | ωB97M-V/def2-TZVPD

XYZ file:
```
21
C5H10N2O3S, DFT ωB97M-V/def2-TZVPD
N -1.768 0.944 1.400
C -1.603 -0.500 1.004
C -1.641 -0.755 -0.518
O -2.725 -0.975 -1.139
N -0.455 -0.793 -1.174
C 0.795 -0.186 -0.497
C 2.019 -0.989 -0.748
S 3.128 -0.754 0.799
C 0.958 1.339 -0.649
O 1.900 1.742 -1.267
O 0.005 2.287 -0.260
H -2.897 1.379 1.432
H -1.447 0.706 2.541
H -0.827 -0.916 1.528
H -2.591 -0.877 1.291
H -0.406 -1.059 -2.209
H 0.734 -0.412 0.531
H 2.471 -0.595 -1.667
H 1.499 -2.055 -1.087
H 3.660 0.488 0.270
H -0.809 1.981 0.421
```

Computed properties:
Frontier orbital gap, Eh: 0.357
2S+1: 1
HOMO, eV: -9.67
Calculated total energy, eV: -25302.248
SMILES string: NCC(=O)N[C@@H](CS)C(=O)O
Energy relative to the best compared isomer or geometry (same formula, charge and spin), eV: 4.172
Charge: 0

=====

4.
C5H10N2O3S | ωB97M-V/def2-TZVPD

XYZ file:
```
21
C5H10N2O3S, DFT ωB97M-V/def2-TZVPD
O 2.099 -0.562 1.789
S 2.177 -0.244 0.356
O 2.121 1.141 0.016
C 2.307 -1.520 -0.733
O 3.495 -0.997 -0.217
H 2.067 -2.478 -0.287
H 1.945 -1.355 -1.666
C -0.539 1.221 1.369
N -0.608 0.067 0.439
C -0.356 0.091 -0.890
N -0.415 -0.953 -1.599
C -0.965 -1.983 -0.620
C -0.961 -1.306 0.756
H -1.447 1.195 1.997
H 0.374 1.172 2.134
H -0.439 1.986 0.672
H -0.149 0.951 -1.485
H -0.256 -2.886 -0.618
H -1.921 -2.278 -1.018
H -1.986 -1.462 1.153
H -0.147 -1.566 1.517
```

Computed properties:
Frontier orbital gap, Eh: 0.337
2S+1: 1
HOMO, eV: -8.67
Calculated total energy, eV: -25300.832
SMILES string: O=S1(=O)CO1.CN1C=NCC1
Energy relative to the best compared isomer or geometry (same formula, charge and spin), eV: 5.587
Charge: 0

=====

5.
C5H10N2OP4 | ωB97M-V/def2-TZVPD

XYZ file:
```
22
C5H10N2OP4, DFT ωB97M-V/def2-TZVPD
C 0.783 -1.338 -1.402
C 2.040 -1.813 -1.230
C 0.499 -0.214 -0.458
C 2.784 -0.048 -0.095
C 3.848 0.696 0.628
N 3.012 -1.260 -0.563
N 1.560 0.516 -0.023
O -0.708 0.159 -0.255
P -3.347 0.929 1.954
P -2.691 1.666 -0.908
P -2.899 -1.008 1.128
P -2.671 -0.529 -0.972
H -0.020 -2.012 -1.609
H 2.347 -2.785 -1.623
H 4.799 0.209 0.826
H 3.379 1.044 1.582
H 3.990 1.570 -0.057
H -1.977 1.156 2.172
H -3.693 0.487 3.146
H -2.839 1.934 -2.283
H -4.022 1.960 -0.983
H -4.175 -1.317 1.025
```

Computed properties:
Frontier orbital gap, Eh: 0.258
2S+1: 1
HOMO, eV: -8.66
Calculated total energy, eV: -47526.512
Energy relative to the best compared isomer or geometry (same formula, charge and spin), eV: 2.941
Charge: 0

=====

6.
C5H10N2S | ωB97M-V/def2-TZVPD

XYZ file:
```
18
C5H10N2S, DFT ωB97M-V/def2-TZVPD
C 1.670 -1.314 -0.594
C 0.639 -1.738 0.527
C -0.561 -1.169 0.582
N -0.999 -0.004 -0.071
C -2.300 0.259 -0.418
S -3.649 -0.547 0.031
N -0.161 1.070 -0.470
C 0.339 2.068 0.618
H 2.121 -0.294 -0.536
H 0.852 -1.421 -1.450
H 2.641 -2.077 -0.689
H 0.979 -2.200 1.464
H -1.535 -1.765 0.988
H -2.082 0.987 -1.263
H 0.637 0.819 -1.108
H 0.577 3.134 0.112
H -0.474 2.446 0.988
H 1.304 1.745 1.290
```

Computed properties:
Frontier orbital gap, Eh: 0.309
2S+1: 1
HOMO, eV: -8.26
Calculated total energy, eV: -19157.436
SMILES string: C/C=C\N(C=S)NC
Energy relative to the best compared isomer or geometry (same formula, charge and spin), eV: 5.470
Charge: 0

=====

7.
C5H10N2S | ωB97M-V/def2-TZVPD

XYZ file:
```
18
C5H10N2S, DFT ωB97M-V/def2-TZVPD
H 0.407 -1.825 -1.467
N 1.110 -2.027 -0.780
C 1.375 -0.972 -0.103
N 2.528 -0.973 0.711
C 0.647 0.335 -0.210
C 1.428 1.592 -0.297
C -0.680 0.346 -0.206
S -1.773 -1.003 -0.019
C -3.263 -0.124 0.237
H 2.340 -0.617 1.638
H 2.903 -1.902 0.780
H 2.195 1.465 -1.067
H 1.967 1.729 0.651
H 0.837 2.479 -0.528
H -1.191 1.313 -0.211
H -3.431 0.631 -0.541
H -4.110 -0.822 0.194
H -3.288 0.377 1.218
```

Computed properties:
Frontier orbital gap, Eh: 0.332
2S+1: 1
HOMO, eV: -8.18
Calculated total energy, eV: -19162.148
SMILES string: [H]/N=C(N)\C(C)=C/SC
Energy relative to the best compared isomer or geometry (same formula, charge and spin), eV: 0.758
Charge: 0

=====

8.
C5H10N3 | ωB97M-V/def2-TZVPD

XYZ file:
```
18
C5H10N3, DFT ωB97M-V/def2-TZVPD
C -1.755 1.311 -0.271
C -1.687 -0.026 -0.082
C 0.390 0.793 0.216
C -2.690 -1.142 -0.071
C 2.970 0.328 0.297
N -0.500 1.821 -0.062
N -0.400 -0.297 0.203
N 2.981 -0.869 -0.187
H -2.664 1.940 -0.221
H -3.080 -1.319 -1.148
H -2.195 -1.850 0.398
H -3.465 -0.826 0.592
H 3.422 1.086 -0.352
H 2.999 0.261 1.372
H -0.230 2.719 -0.134
H -0.018 -1.195 0.204
H 2.722 -1.618 0.364
H 3.201 -1.118 -1.119
```

Computed properties:
Frontier orbital gap, Eh: 0.304
2S+1: 1
HOMO, eV: -12.32
Calculated total energy, eV: -9808.636
Energy relative to the best compared isomer or geometry (same formula, charge and spin), eV: 3.113
Charge: +1

=====

9.
C5H10N3 | ωB97M-V/def2-TZVPD

XYZ file:
```
18
C5H10N3, DFT ωB97M-V/def2-TZVPD
C -0.879 0.625 1.194
N -0.112 -0.195 0.297
C -0.217 -1.548 0.720
C 0.585 0.248 -0.728
N 1.240 -0.587 -1.578
C 0.620 1.788 -1.288
C 1.427 1.853 -2.539
N 2.002 2.015 -3.519
H -0.701 0.509 2.282
H -0.699 1.757 1.008
H -2.028 0.610 1.116
H 0.658 -2.024 1.253
H -1.067 -1.705 1.424
H -0.376 -2.305 -0.092
H 1.846 -0.041 -2.111
H 1.546 -1.551 -1.572
H 1.225 2.342 -0.420
H -0.365 2.181 -1.459
```

Computed properties:
Frontier orbital gap, Eh: 0.416
2S+1: 1
HOMO, eV: -15.08
Calculated total energy, eV: -9809.358
SMILES string: CN(C)C(=[NH2+])CC#N
Energy relative to the best compared isomer or geometry (same formula, charge and spin), eV: 2.390
Charge: +1

=====

10.
C5H10N3 | ωB97M-V/def2-TZVPD

XYZ file:
```
18
C5H10N3, DFT ωB97M-V/def2-TZVPD
C -1.594 -0.878 -0.533
C -0.105 -1.608 -0.416
C -1.694 0.491 0.060
C 1.410 0.234 -0.231
C 0.508 1.404 -0.360
N 0.841 -0.910 0.428
N -0.739 1.355 0.317
N 1.682 1.413 0.643
H -1.720 -0.827 -1.641
H -2.366 -1.545 -0.127
H -0.305 -2.565 0.063
H 0.286 -1.783 -1.545
H -2.624 0.716 0.448
H 2.241 0.255 -0.897
H 1.476 -1.475 0.913
H -0.967 2.238 0.858
H 1.251 1.449 1.537
H 2.420 2.034 0.482
```

Computed properties:
Frontier orbital gap (spin up / spin down), Eh: 0.305 / 0.305
2S+1: 1
HOMO (spin up / spin down), eV: -12.27 / -12.27
Calculated total energy, eV: -9806.963
Energy relative to the best compared isomer or geometry (same formula, charge and spin), eV: 4.785
Charge: +1

=====

11.
C5H10N3 | ωB97M-V/def2-TZVPD

XYZ file:
```
18
C5H10N3, DFT ωB97M-V/def2-TZVPD
C -1.370 -1.464 -0.456
C -0.296 -1.537 0.635
C 0.910 -0.925 0.060
C 1.016 -0.433 -1.278
N 2.203 0.175 -1.309
C 2.705 0.159 -0.040
N 1.948 -0.500 0.809
N -1.464 -0.103 -0.776
H -1.198 -2.184 -1.246
H -2.315 -1.669 0.092
H -0.704 -1.010 1.501
H -0.179 -2.577 0.960
H -2.828 5.428 3.447
H 2.680 0.604 -2.087
H 3.550 0.723 0.294
H -2.708 5.880 2.886
H 0.212 -0.566 -1.971
H -2.163 -0.002 -1.522
```

Computed properties:
Frontier orbital gap, Eh: 0.214
2S+1: 1
HOMO, eV: -13.68
Calculated total energy, eV: -9805.491
Energy relative to the best compared isomer or geometry (same formula, charge and spin), eV: 6.257
Charge: +1

=====

12.
C5H10N3 | ωB97M-V/def2-TZVPD

XYZ file:
```
18
C5H10N3, DFT ωB97M-V/def2-TZVPD
C 1.897 -0.820 -0.231
C -0.212 -1.598 0.440
C -1.884 0.559 0.599
C 1.276 0.576 -0.509
C -0.665 -0.187 0.128
N 1.263 -1.812 0.188
N 1.647 1.644 0.253
N -1.774 0.119 -0.800
H 2.939 -0.794 -0.314
H -0.206 -1.860 1.550
H -0.641 -2.440 -0.099
H -2.845 0.304 1.273
H -1.793 1.667 0.858
H 1.128 0.727 -1.539
H 2.295 1.481 1.024
H 1.661 2.473 -0.251
H -2.204 -0.771 -1.022
H -1.882 0.732 -1.549
```

Computed properties:
<S²>: 2.01
Frontier orbital gap (spin up / spin down), Eh: 0.227 / 0.268
2S+1: 3
HOMO (spin up / spin down), eV: -9.35 / -13.51
Calculated total energy, eV: -9803.080
Energy relative to the best compared isomer or geometry (same formula, charge and spin), eV: 4.608
Charge: +1

=====

13.
C5H10N3O2 | ωB97M-V/def2-TZVPD

XYZ file:
```
20
C5H10N3O2, DFT ωB97M-V/def2-TZVPD
C -0.973 3.098 -1.561
C 0.038 2.575 -0.854
C -0.145 -2.570 -0.638
C 1.510 -1.544 0.973
C -0.012 -1.733 0.674
N -1.022 1.557 1.403
N -0.885 -0.561 0.851
N -0.560 0.653 0.737
O 0.242 1.252 -0.874
O -1.069 2.789 1.160
H -1.125 4.115 -1.459
H -1.724 2.525 -1.945
H 0.797 3.138 -0.353
H 0.604 -3.401 -0.803
H -1.044 -3.023 -0.729
H 0.119 -1.855 -1.381
H 2.095 -0.910 0.372
H 1.947 -2.599 0.968
H 1.556 -1.151 1.944
H -0.348 -2.355 1.515
```

Computed properties:
<S²>: 2.04
Frontier orbital gap (spin up / spin down), Eh: 0.211 / 0.218
2S+1: 3
HOMO (spin up / spin down), eV: -1.70 / -2.80
Calculated total energy, eV: -13904.576
Charge: -1